# C2H4NOP

A single C2H4NOP molecule in a non-equilibrium geometry (ωB97M-V with the def2-TZVPD basis set, the OMol25 dataset).

The geometry in XYZ format:
```
9
Properties=species:S:1:pos:R:3:lowdin_charge:R:1
P -0.797 -0.124 -0.609 0.819
O -1.431 0.765 0.594 -0.388
N 1.603 1.703 -1.312 0.028
C 0.443 -1.069 0.355 -0.289
C 0.581 1.205 -1.191 -0.370
H 1.315 -1.173 -0.168 0.000
H -2.296 1.272 0.390 0.108
H 0.681 -0.639 1.404 0.097
H -0.097 -1.939 0.538 -0.006
```

- E (hartree) = -549.93328
- total charge = 0
- SMILES string = CP(O)C#N
- HOMO (eV) = -10.1164
- HOMO-LUMO gap (eV) = 10.37
- energy relative to the best compared isomer or geometry (same formula, charge and spin) (eV) = 0.199
- LUMO (eV) = 0.2